# C3H2NO2Se

A 2-piece molecular cluster, C3H2NO2Se overall (ωB97M-V/def2-TZVPD, the Open Molecules 2025 dataset).

XYZ file:
```
9
Properties=species:S:1:pos:R:3:forces:R:3
Se -0.017 1.650 0.651 -1.71 0.28 -0.79
O 1.913 -1.134 -1.397 0.51 -1.36 -0.99
O 2.320 0.483 0.132 1.37 0.35 0.88
N -2.359 -1.588 1.647 -0.09 -0.06 -0.03
C 0.077 0.102 -0.385 -0.03 -0.17 1.20
C 1.703 -0.321 -0.544 -2.26 1.05 0.48
C -1.606 -1.265 0.825 1.25 0.73 -0.83
H -1.531 2.062 0.346 1.74 -0.71 0.35
H -0.501 0.011 -1.275 -0.78 -0.12 -0.26
```
Positions in Å, forces in eV/Å.

The total energy comes out at -74072.8597 eV. As for the charge: -1. The orbital gap is 8.2 eV. Its spin multiplicity is 1. The HOMO energy is -5.609 eV.

Per-atom natural (NBO) charges, elementary charge units: Se 0.282; O -0.668; O -0.713; N -0.621; C -0.284; C 0.772; C 0.019; H 0.037; H 0.176